# 1
159
Properties=species:S:1:pos:R:3:mulliken_charge:R:1 method="wB97M-V/def2-TZVPD" total_charge=+2 homo_energy_ev=-7.518 gap_ev=3.337
N -1.192 -1.202 -0.490 -0.136
S -1.859 -0.954 0.819 0.991
O -2.714 0.202 0.869 -0.580
O -1.363 -1.566 2.100 -0.594
F -3.075 -1.953 0.607 -0.305
S -0.095 0.031 -0.258 1.070
O 0.470 0.314 1.050 -0.535
O -0.085 1.156 -1.184 -0.577
F 1.252 -0.733 -0.852 -0.335
C -8.665 1.139 -9.146 -0.778
O -7.636 0.329 -8.585 -0.332
C -8.031 -0.597 -7.556 -0.634
C -7.421 -0.160 -6.257 -0.612
N -5.894 -0.083 -6.185 -0.168
H -5.562 -1.023 -6.347 0.396
H -5.577 0.460 -6.975 0.416
C -5.222 0.401 -4.923 -0.528
C -5.395 1.926 -4.803 -0.698
O -6.704 2.502 -4.645 -0.331
C -7.385 2.314 -3.444 -0.714
H -9.537 0.571 -9.470 0.346
H -8.242 1.531 -10.071 0.270
H -9.130 1.893 -8.510 0.320
H -7.724 -1.612 -7.811 0.361
H -9.108 -0.530 -7.399 0.453
H -7.638 -0.943 -5.530 0.435
H -7.745 0.852 -6.012 0.329
H -4.140 0.267 -4.925 0.389
H -5.642 -0.215 -4.128 0.376
H -4.968 2.289 -5.738 0.361
H -4.793 2.343 -3.995 0.444
H -7.793 1.320 -3.262 0.331
H -8.206 3.027 -3.517 0.212
H -6.721 2.651 -2.648 0.350
C 4.437 -4.366 5.220 -0.742
O 4.870 -3.619 6.298 -0.381
C 5.339 -2.297 6.053 -0.532
C 5.580 -1.492 7.314 -0.670
N 6.422 -2.330 8.312 -0.247
H 6.584 -1.725 9.104 0.383
H 5.862 -3.086 8.680 0.390
C 7.806 -2.983 7.894 -0.589
C 8.848 -1.892 7.460 -0.521
O 8.367 -1.260 6.236 -0.236
C 9.367 -0.690 5.364 -0.807
H 3.459 -3.963 4.954 0.312
H 4.240 -5.390 5.539 0.258
H 5.131 -4.212 4.393 0.311
H 4.653 -1.766 5.392 0.552
H 6.285 -2.323 5.513 0.337
H 4.609 -1.221 7.729 0.460
H 6.143 -0.591 7.070 0.323
H 7.678 -3.746 7.126 0.289
H 8.019 -3.476 8.843 0.442
H 9.809 -2.398 7.366 0.405
H 8.985 -1.233 8.317 0.355
H 10.051 -1.445 4.978 0.342
H 9.920 0.079 5.903 0.322
H 8.897 -0.227 4.496 0.244
C 4.306 -6.088 -4.692 -0.849
O 2.946 -6.045 -4.445 -0.299
C 2.342 -4.735 -4.689 -0.613
C 0.768 -4.856 -4.747 -0.538
N 0.198 -5.314 -3.285 -0.165
H -0.068 -4.477 -2.785 0.364
H -0.607 -5.918 -3.371 0.357
C 1.116 -6.162 -2.411 -0.535
C 0.316 -6.571 -1.166 -0.630
O -0.978 -7.064 -1.507 -0.375
C -1.804 -7.436 -0.348 -0.782
H 4.711 -7.000 -4.254 0.294
H 4.892 -5.246 -4.323 0.344
H 4.570 -6.329 -5.722 0.307
H 2.693 -4.349 -5.646 0.530
H 2.702 -3.988 -3.982 0.380
H 0.427 -5.527 -5.536 0.290
H 0.289 -3.877 -4.703 0.404
H 1.967 -5.534 -2.150 0.389
H 1.384 -7.045 -2.992 0.388
H 0.049 -5.678 -0.601 0.405
H 0.873 -7.247 -0.517 0.418
H -2.123 -8.458 -0.554 0.280
H -2.721 -6.855 -0.254 0.298
H -1.325 -7.371 0.629 0.337
C -4.466 5.077 4.415 -1.341
C -5.208 4.305 5.543 -0.332
C -6.242 3.341 4.907 -0.934
N -7.231 2.740 5.961 0.184
C -8.341 1.830 5.217 -0.640
C -7.632 0.553 4.705 -0.661
C -6.859 -0.248 5.705 -0.724
C -5.858 0.659 6.461 -0.624
C -6.566 1.886 7.052 -0.797
C -7.893 3.961 6.643 -0.992
H -5.166 5.854 4.108 0.341
H -4.059 4.459 3.615 0.364
H -3.653 5.612 4.905 0.386
H -5.623 4.967 6.303 0.378
H -4.431 3.767 6.085 0.301
H -5.649 2.567 4.420 0.496
H -6.889 3.766 4.140 0.477
H -8.882 2.296 4.394 0.451
H -9.144 1.491 5.871 0.354
H -7.005 0.710 3.827 0.311
H -8.334 -0.054 4.134 0.497
H -6.310 -1.095 5.295 0.433
H -7.579 -0.671 6.406 0.276
H -5.094 0.984 5.755 0.240
H -5.226 0.136 7.178 0.436
H -5.789 2.451 7.567 0.461
H -7.301 1.702 7.836 0.522
H -7.972 4.739 5.884 0.370
H -7.274 4.207 7.505 0.435
H -8.901 3.650 6.919 0.332
C 6.135 3.913 1.187 -1.448
C 7.318 4.608 0.507 -0.135
C 7.445 4.117 -0.992 -0.790
N 8.684 4.680 -1.722 0.271
C 8.701 4.239 -3.211 -0.618
C 10.118 4.139 -3.891 -0.746
C 11.123 3.409 -2.978 -0.709
C 11.184 4.158 -1.635 -0.822
C 9.815 4.082 -0.895 -0.707
C 8.827 6.198 -1.678 -1.029
H 6.017 4.111 2.253 0.396
H 6.227 2.827 1.142 0.349
H 5.190 4.242 0.754 0.361
H 8.176 4.335 1.123 0.262
H 7.293 5.695 0.587 0.329
H 6.638 4.436 -1.651 0.514
H 7.529 3.032 -1.065 0.426
H 8.276 3.236 -3.233 0.376
H 7.990 4.873 -3.740 0.458
H 10.125 3.725 -4.899 0.423
H 10.561 5.112 -4.105 0.336
H 10.813 2.386 -2.765 0.312
H 12.087 3.249 -3.461 0.412
H 11.871 3.805 -0.866 0.430
H 11.431 5.197 -1.852 0.311
H 9.547 3.070 -0.592 0.460
H 9.988 4.671 0.006 0.394
H 9.778 6.393 -2.174 0.466
H 8.999 6.555 -0.663 0.384
H 8.051 6.729 -2.229 0.334
C 0.844 1.587 -7.793 -0.715
C -0.052 0.603 -8.554 0.512
O -1.231 0.950 -8.776 -0.723
O 0.403 -0.467 -9.034 -0.735
H 1.771 1.082 -7.523 0.249
H 0.373 1.986 -6.895 0.214
H 1.076 2.486 -8.364 0.203
C -10.290 -3.715 -1.133 0.555
F -10.218 -4.667 -2.166 -0.250
F -10.794 -4.281 -0.058 -0.207
F -9.088 -3.152 -0.952 -0.213
S -11.557 -2.300 -1.682 1.057
O -11.387 -1.309 -0.660 -0.646
O -11.082 -1.904 -3.028 -0.646
O -12.878 -2.887 -1.678 -0.648



# 2
73
Properties=species:S:1:pos:R:3:mulliken_charge:R:1 method="wB97M-V/def2-TZVPD" total_charge=-2 homo_energy_ev="-1.252 / -2.182" s2=2.008 spin_multiplicity=3 gap_ev="5.574 / 6.500"
Pd 0.741 -0.637 1.657 0.129
O -1.754 1.021 3.498 -0.688
S -0.889 0.030 4.126 1.454
O -1.303 -0.333 5.467 -0.762
O 0.532 0.327 3.959 -0.563
C -1.194 -1.497 3.141 -0.032
C -2.515 -1.518 2.672 -0.805
C -3.055 -2.586 1.986 -0.779
C -2.259 -3.693 1.727 -0.598
C -0.958 -3.708 2.197 -0.805
C -0.400 -2.645 2.919 0.405
S 1.248 -3.053 3.598 1.549
O 1.029 -3.298 5.006 -0.766
O 1.665 -4.234 2.844 -0.807
O 2.083 -1.889 3.289 -0.663
H -3.112 -0.634 2.850 0.485
H -4.085 -2.545 1.647 0.349
H -2.646 -4.545 1.179 0.448
H -0.325 -4.568 2.028 0.545
N 1.408 -1.923 -0.191 0.199
C 2.514 -2.850 -0.465 -0.932
C 3.867 -2.143 -0.419 -0.835
C 4.390 -1.932 1.003 0.137
C 5.099 -0.597 1.197 -0.898
N 4.185 0.500 0.924 -0.427
H 0.518 -2.404 -0.275 0.011
H 1.403 -1.143 -0.840 -0.098
H 2.387 -3.342 -1.439 0.452
H 2.473 -3.624 0.307 0.390
H 3.771 -1.167 -0.905 0.394
H 4.579 -2.725 -1.014 0.393
H 5.071 -2.739 1.289 0.392
H 3.556 -1.974 1.708 -0.205
H 5.943 -0.516 0.497 0.379
H 5.523 -0.582 2.212 0.377
H 4.578 1.397 1.174 0.237
H 3.307 0.386 1.427 0.094
C 0.393 1.040 0.562 -0.893
Ge -0.662 1.657 -0.879 1.634
C 0.382 1.941 -2.550 -0.072
C 0.723 0.803 -3.287 -0.192
C 1.527 0.877 -4.415 -0.808
C 2.009 2.108 -4.845 -0.334
C 1.685 3.250 -4.128 -0.636
C 0.886 3.161 -2.994 -0.132
C -2.000 0.310 -1.439 -0.821
C -1.922 -1.003 -0.978 1.210
C -2.804 -1.975 -1.438 -0.390
C -3.792 -1.644 -2.353 -0.679
C -3.900 -0.332 -2.804 -0.661
C -3.007 0.629 -2.351 -0.326
C -1.713 3.259 -0.418 -0.035
C -2.268 3.225 0.869 -0.690
C -3.049 4.274 1.333 -0.661
C -3.287 5.381 0.526 -0.334
C -2.742 5.430 -0.748 -0.626
C -1.962 4.375 -1.212 -0.120
H 0.698 1.895 1.181 0.576
H 0.345 -0.167 -2.977 0.302
H 1.778 -0.027 -4.958 0.374
H 2.637 2.172 -5.726 0.354
H 2.064 4.216 -4.444 0.359
H 0.682 4.067 -2.433 0.378
H -1.177 -1.258 -0.227 -0.386
H -2.721 -2.989 -1.062 0.448
H -4.483 -2.400 -2.707 0.342
H -4.678 -0.061 -3.509 0.364
H -3.097 1.649 -2.714 0.337
H -2.071 2.383 1.529 0.443
H -3.462 4.223 2.333 0.451
H -3.894 6.203 0.891 0.342
H -2.922 6.288 -1.386 0.366
H -1.568 4.424 -2.222 0.357



What E values result from the calculations? In sequence: -127636.84024 -127523.19980 eV.
What max |F| values result from the calculations? In sequence: 0.2328 0.0156 hartree/bohr.